Formula: C31H72N9O8
Source: OMol25
Level of theory: wB97M-V/def2-TZVPD

Its net charge is +1. The energy is -2318.84067 Eh. The value obtained for the energy relative to the best compared isomer or geometry (same formula, charge and spin) is 6.9 kcal/mol. The HOMO-LUMO gap is 0.26737 hartree.

Each line ends with the Mulliken charge.
Positions of all 120 atoms, in Å:
C (-1.868, 0.839, 2.367)  -0.75
C (-1.928, 1.956, 1.365)  0.60
O (-2.056, 1.424, 0.051)  -0.46
C (-1.211, 2.026, -0.892)  -0.83
C (0.240, 1.609, -0.702)  0.08
O (0.988, 2.715, -0.246)  -0.16
C (2.324, 2.464, 0.077)  -0.30
C (3.215, 3.330, -0.793)  -1.44
N (4.482, 3.555, -0.032)  0.05
C (4.255, 4.490, 1.112)  -0.89
N (5.303, 4.239, 2.074)  -0.62
C (2.854, 4.141, 1.673)  -0.23
N (2.668, 2.731, 1.442)  0.98
C (1.787, 2.050, 2.412)  -0.26
C (2.642, 1.083, 3.232)  -1.27
C (3.009, -0.219, 2.495)  2.15
C (4.496, -0.478, 2.665)  -1.64
C (2.202, -1.403, 3.000)  -1.94
H (-1.261, 0.024, 2.011)  -0.01
H (-1.502, 1.192, 3.318)  -0.09
H (-2.864, 0.462, 2.536)  0.50
H (-2.788, 2.568, 1.606)  0.39
H (-1.068, 2.599, 1.454)  -0.37
H (-1.274, 3.108, -0.837)  0.35
H (-1.541, 1.677, -1.853)  0.34
H (0.258, 0.790, 0.004)  0.02
H (0.642, 1.207, -1.624)  0.53
H (2.569, 1.428, -0.134)  0.60
H (3.417, 2.872, -1.744)  0.39
H (2.787, 4.305, -0.944)  0.38
H (5.153, 4.011, -0.651)  0.40
H (4.920, 2.684, 0.266)  0.42
H (4.310, 5.514, 0.782)  0.52
H (5.408, 3.240, 2.221)  0.29
H (5.043, 4.631, 2.966)  0.34
H (2.791, 4.390, 2.714)  0.73
H (2.122, 4.767, 1.161)  -0.17
H (0.978, 1.519, 1.944)  -0.78
H (1.354, 2.737, 3.119)  0.69
H (3.574, 1.610, 3.368)  0.25
H (2.184, 0.873, 4.187)  0.66
H (2.844, -0.104, 1.431)  -0.59
H (4.733, -1.509, 2.462)  0.38
H (5.087, 0.150, 2.005)  0.28
H (4.814, -0.257, 3.671)  0.41
H (2.256, -1.437, 4.078)  0.53
H (2.571, -2.324, 2.599)  0.41
H (1.177, -1.284, 2.692)  0.21
C (0.659, -2.442, 0.225)  0.55
O (1.673, -2.999, 0.602)  -0.54
N (-0.210, -2.987, -0.634)  0.08
C (-1.420, -2.319, -1.062)  -0.30
C (0.084, -4.311, -1.159)  -0.97
H (0.367, -1.432, 0.564)  -0.27
H (-2.286, -2.926, -0.787)  0.36
H (-1.400, -2.187, -2.143)  0.05
H (-1.506, -1.348, -0.584)  0.01
H (0.158, -5.029, -0.341)  0.31
H (1.035, -4.300, -1.691)  0.28
H (-0.707, -4.614, -1.839)  0.37
C (-2.024, -1.276, -4.706)  0.28
O (-0.990, -1.786, -4.301)  -0.69
N (-2.861, -1.843, -5.580)  0.12
C (-4.076, -1.187, -6.025)  -0.87
C (-2.540, -3.163, -6.104)  -0.88
H (-2.357, -0.276, -4.374)  0.17
H (-4.945, -1.795, -5.768)  0.31
H (-4.052, -1.049, -7.107)  0.34
H (-4.173, -0.215, -5.548)  0.28
H (-2.467, -3.880, -5.285)  0.25
H (-1.580, -3.134, -6.618)  0.31
H (-3.313, -3.481, -6.800)  0.33
C (4.227, -7.899, 0.284)  0.12
O (4.086, -9.071, 0.570)  -0.58
N (3.745, -6.871, 1.006)  0.15
C (3.941, -5.487, 0.615)  -0.83
C (3.003, -7.165, 2.220)  -0.95
H (4.776, -7.573, -0.618)  0.26
H (4.486, -4.957, 1.401)  0.31
H (2.974, -5.003, 0.468)  0.28
H (4.512, -5.434, -0.309)  0.32
H (3.629, -7.724, 2.916)  0.33
H (2.130, -7.775, 1.986)  0.30
H (2.683, -6.236, 2.683)  0.33
C (0.018, 2.472, 5.668)  -0.10
O (-0.106, 1.262, 5.698)  -0.62
N (-0.957, 3.363, 5.882)  0.18
C (-0.721, 4.793, 5.808)  -0.97
C (-2.292, 2.875, 6.191)  -0.94
H (0.986, 2.956, 5.432)  0.45
H (-0.963, 5.259, 6.765)  0.38
H (-1.347, 5.226, 5.027)  0.35
H (0.323, 4.990, 5.575)  0.30
H (-2.268, 2.271, 7.098)  0.33
H (-2.660, 2.251, 5.377)  0.25
H (-2.963, 3.718, 6.333)  0.40
C (-1.019, 5.682, 1.300)  0.49
O (-1.525, 5.480, 2.389)  -0.65
N (-0.903, 6.888, 0.724)  0.09
C (-0.292, 7.062, -0.579)  -0.86
C (-1.413, 8.053, 1.435)  -1.00
H (-0.604, 4.867, 0.680)  -0.04
H (0.575, 7.723, -0.503)  0.34
H (-1.007, 7.502, -1.275)  0.39
H (0.030, 6.098, -0.970)  0.20
H (-0.907, 8.157, 2.394)  0.31
H (-2.479, 7.937, 1.624)  0.29
H (-1.246, 8.945, 0.838)  0.39
C (-6.030, -4.894, -7.704)  0.11
O (-5.089, -4.713, -8.456)  -0.60
N (-6.138, -5.929, -6.855)  0.12
C (-7.286, -6.097, -5.983)  -0.93
C (-5.066, -6.912, -6.817)  -0.88
H (-6.892, -4.206, -7.662)  0.32
H (-6.968, -6.097, -4.939)  0.34
H (-7.787, -7.042, -6.199)  0.34
H (-7.991, -5.284, -6.135)  0.29
H (-4.126, -6.430, -6.547)  0.22
H (-4.943, -7.368, -7.798)  0.30
H (-5.303, -7.680, -6.086)  0.38

=====

Formula: C31H73Cl2FN20O11P
Source: OMol25
Level of theory: wB97M-V/def2-TZVPD

Its net charge is +1. The energy is -4509.41346 Eh. The HOMO-LUMO gap is 0.23735 hartree.

Each line ends with the Mulliken charge.
Positions of all 139 atoms, in Å:
C (6.176, -4.417, 3.298)  -1.19
C (4.632, -4.624, 3.533)  0.15
C (4.206, -3.686, 4.740)  -0.24
C (2.768, -4.139, 5.196)  -0.83
N (1.919, -2.968, 5.556)  -0.06
C (1.624, -2.141, 4.447)  -0.65
N (1.146, -2.670, 3.309)  -1.49
N (0.908, -1.849, 2.338)  1.63
N (0.452, -2.500, 1.166)  -0.32
C (1.530, -2.644, 0.155)  -0.87
C (1.781, -4.172, -0.191)  -0.45
C (3.323, -4.436, -0.429)  -0.02
C (3.920, -3.481, -1.528)  -1.07
C (1.018, -0.498, 2.256)  -0.03
C (0.654, 0.350, 1.044)  -0.44
Cl (1.880, 0.575, -0.252)  -0.11
C (-0.569, 0.901, 0.916)  0.45
C (-1.680, 0.704, 1.987)  -0.83
Cl (-0.925, 1.877, -0.536)  -0.17
C (1.533, 0.196, 3.451)  0.44
C (1.700, 1.720, 3.481)  -1.43
C (3.101, 2.166, 2.881)  0.30
P (3.264, 4.006, 3.083)  0.79
O (2.024, 4.507, 3.717)  -0.74
O (4.494, 4.275, 4.170)  -0.48
C (5.751, 3.721, 3.686)  0.10
C (6.184, 2.514, 4.630)  -0.90
O (3.699, 4.811, 1.713)  -0.40
C (3.374, 4.111, 0.483)  -0.02
C (4.680, 3.323, 0.028)  -1.09
C (1.851, -0.705, 4.541)  0.68
C (2.427, -0.153, 5.877)  0.15
C (1.256, 0.098, 6.894)  -1.30
F (3.289, 0.935, 5.697)  -0.24
H (6.623, -4.150, 4.290)  0.34
H (6.327, -3.525, 2.649)  0.30
H (6.614, -5.344, 2.875)  0.34
H (4.006, -4.275, 2.670)  -0.40
H (4.350, -5.681, 3.769)  0.34
H (4.280, -2.604, 4.477)  0.12
H (4.924, -3.856, 5.582)  0.53
H (2.908, -4.723, 6.141)  0.37
H (2.234, -4.751, 4.425)  0.39
H (1.091, -3.227, 6.090)  0.32
H (-0.389, -2.051, 0.808)  0.56
H (2.519, -2.237, 0.463)  0.30
H (1.227, -2.135, -0.794)  0.26
H (1.462, -4.845, 0.635)  0.21
H (1.266, -4.477, -1.130)  0.37
H (3.451, -5.489, -0.784)  0.50
H (3.855, -4.342, 0.553)  -0.34
H (4.431, -2.597, -1.067)  0.26
H (4.716, -3.999, -2.122)  0.36
H (3.162, -3.129, -2.270)  0.25
H (-1.799, -0.375, 2.256)  0.21
H (-2.639, 1.147, 1.647)  0.34
H (-1.359, 1.267, 2.895)  0.25
H (0.900, 2.177, 2.850)  0.69
H (1.561, 2.164, 4.497)  0.67
H (3.898, 1.662, 3.473)  0.06
H (3.137, 1.792, 1.835)  0.01
H (6.568, 4.480, 3.764)  0.45
H (5.681, 3.336, 2.644)  -0.09
H (5.977, 1.559, 4.095)  0.17
H (5.639, 2.566, 5.599)  0.20
H (7.285, 2.549, 4.820)  0.39
H (3.216, 4.889, -0.302)  0.41
H (2.481, 3.451, 0.559)  0.17
H (4.764, 3.422, -1.077)  0.37
H (5.577, 3.789, 0.505)  0.36
H (4.615, 2.242, 0.290)  0.24
H (3.052, -0.982, 6.298)  0.32
H (1.272, 1.095, 7.380)  0.36
H (1.350, -0.663, 7.711)  0.36
H (0.280, -0.136, 6.397)  0.31
C (-2.631, 0.187, -4.511)  0.55
O (-3.370, -0.289, -5.356)  -0.69
N (-1.355, -0.260, -4.318)  -0.29
N (-3.013, 1.201, -3.686)  0.02
H (-0.730, 0.116, -3.630)  0.12
H (-1.038, -1.009, -4.909)  0.22
H (-3.949, 1.559, -3.797)  0.03
H (-2.419, 1.603, -2.985)  0.08
C (-2.231, 5.092, -5.919)  0.54
O (-2.678, 6.207, -6.115)  -0.66
N (-2.935, 4.120, -5.274)  -0.10
N (-0.982, 4.719, -6.330)  -0.34
H (-2.584, 3.195, -5.102)  0.19
H (-3.858, 4.358, -4.957)  0.01
H (-0.433, 5.410, -6.810)  0.22
H (-0.595, 3.807, -6.180)  0.15
C (8.642, -1.562, 1.124)  0.64
O (8.280, -2.697, 1.379)  -0.62
N (8.530, -0.536, 2.018)  -0.34
N (9.191, -1.219, -0.074)  -0.41
H (8.823, 0.404, 1.829)  0.16
H (8.131, -0.751, 2.914)  0.18
H (9.291, -1.949, -0.758)  0.22
H (9.496, -0.292, -0.304)  0.16
C (-1.589, -5.575, 1.224)  0.60
O (-0.456, -5.958, 1.463)  -0.63
N (-1.984, -4.282, 1.429)  -0.34
N (-2.554, -6.396, 0.734)  -0.41
H (-2.910, -3.944, 1.240)  0.18
H (-1.294, -3.645, 1.791)  0.21
H (-2.300, -7.355, 0.570)  0.25
H (-3.491, -6.099, 0.530)  0.16
C (-6.026, -3.216, -3.071)  0.55
O (-6.270, -4.291, -2.544)  -0.67
N (-4.905, -3.000, -3.812)  -0.30
N (-6.854, -2.140, -2.962)  -0.33
H (-4.684, -2.123, -4.255)  0.19
H (-4.270, -3.771, -3.917)  0.18
H (-7.693, -2.261, -2.423)  0.20
H (-6.673, -1.250, -3.388)  0.18
C (-4.932, 3.853, -1.622)  0.54
O (-4.925, 3.229, -2.677)  -0.51
N (-4.601, 3.277, -0.432)  -0.41
N (-5.270, 5.159, -1.555)  -0.37
H (-4.601, 3.767, 0.443)  0.14
H (-4.347, 2.306, -0.448)  0.14
H (-5.525, 5.612, -2.418)  0.24
H (-5.284, 5.688, -0.704)  0.17
C (-7.445, 4.188, -4.914)  0.58
O (-7.691, 4.705, -3.834)  -0.67
N (-8.330, 4.202, -5.952)  -0.51
N (-6.271, 3.558, -5.172)  -0.10
H (-8.149, 3.784, -6.846)  0.18
H (-9.209, 4.663, -5.795)  0.30
H (-5.595, 3.529, -4.421)  -0.03
H (-6.048, 3.129, -6.052)  0.20
C (-10.448, 1.048, -6.844)  0.54
O (-9.301, 0.685, -6.643)  -0.64
N (-10.859, 2.329, -6.623)  -0.29
N (-11.414, 0.205, -7.305)  -0.39
H (-11.796, 2.651, -6.781)  0.16
H (-10.169, 2.976, -6.282)  0.29
H (-11.147, -0.747, -7.479)  0.24
H (-12.362, 0.484, -7.476)  0.16

=====

What are the HOMO values for these records? In order: -10.148, -10.973 eV.